P:
Formula: C5H4O3
Source: the Open Molecules 2025 dataset
Level of theory: the ωB97M-V functional and the def2-TZVPD basis

The geometry in XYZ format:
```
12
Properties=species:S:1:pos:R:3:nbo_charge:R:1
C -1.14300 -0.33795 -0.00064 0.581
C -0.20232 1.61207 0.13163 -0.053
C 0.74777 0.60155 -0.03047 0.246
C 1.64764 -0.98939 0.22573 -0.032
C 0.07391 -0.63976 -0.00153 -0.313
H -2.97457 -0.19358 -0.56722 0.488
H -0.24262 2.77846 -0.26742 0.221
H 1.79957 -1.31162 1.28940 0.224
H 2.05220 -1.69318 -0.64616 0.208
O -2.29714 -1.06640 -0.06857 -0.651
O -1.47278 0.96475 0.17878 -0.459
O 2.01135 0.27504 -0.24352 -0.458
```

**Gap between HOMO and LUMO**: 0.3224 Eh
**HOMO energy**: -8.3 eV

Q:
Formula: C5H4O3
Source: the Open Molecules 2025 dataset
Level of theory: the ωB97M-V functional and the def2-TZVPD basis

The geometry in XYZ format:
```
12
Properties=species:S:1:pos:R:3:nbo_charge:R:1
O 2.32665 -1.61627 -0.02575 -0.549
C 1.41884 -0.87756 -0.04093 0.736
C 1.46707 0.55189 0.07006 -0.390
C 0.33498 1.24793 -0.00226 -0.092
C -0.98546 0.67350 -0.07477 -0.483
C -0.94926 -0.68960 0.02997 0.685
O -1.95851 -1.50989 0.03312 -0.619
O 0.15399 -1.43214 -0.00282 -0.456
H 2.41972 1.01919 0.12116 0.235
H 0.35125 2.30760 -0.03600 0.211
H -1.82635 1.30458 -0.02323 0.231
H -2.75292 -0.97921 -0.04853 0.491
```

**Structure (SMILES)**: O=c1cccc(O)o1
**Gap between HOMO and LUMO**: 0.3349 Eh
**HOMO energy**: -8.7 eV

R:
Formula: C5H4O3
Source: the Open Molecules 2025 dataset
Level of theory: the ωB97M-V functional and the def2-TZVPD basis

The geometry in XYZ format:
```
12
Properties=species:S:1:pos:R:3:nbo_charge:R:1
C 0.29247 0.38786 -0.89039 -0.373
C 1.04626 1.33740 -0.26532 -0.132
C -0.46037 -0.39464 0.12372 0.206
C -1.53153 -2.74590 -0.62564 1.044
C 0.62763 1.34192 1.21152 -0.144
O -2.03601 -3.03272 0.36031 -0.524
O -1.20758 -2.55855 -1.70025 -0.543
O -0.17447 0.16164 1.28871 -0.449
H 0.24969 0.07911 -1.96049 0.243
H 1.71579 2.10871 -0.72804 0.232
H 1.48734 1.19740 1.85949 0.221
H -0.00922 2.11776 1.32637 0.218
```

**Gap between HOMO and LUMO**: 0.3219 Eh
**HOMO energy**: -8.9 eV

The least stable of them is P.

P:
Formula: C11H11N3O
Source: the Open Molecules 2025 dataset
Level of theory: the ωB97M-V functional and the def2-TZVPD basis

The geometry in XYZ format:
```
26
Properties=species:S:1:pos:R:3:nbo_charge:R:1
C 0.08659 -1.29393 -1.89009 -0.404
N 0.27526 0.09559 -2.09809 -0.321
C -0.13729 0.75390 -3.22349 -0.099
C 0.26275 2.06098 -3.01627 -0.103
N 0.75870 2.24794 -1.78727 -0.429
C 0.66918 1.05904 -1.18432 0.305
C 1.13047 0.88330 0.19658 -0.214
N 1.13751 2.13939 0.92329 0.194
O 2.18428 2.34799 1.50395 -0.289
C 0.19884 0.04725 1.14475 -0.033
C 0.70726 -0.54026 2.30763 -0.188
C -0.05542 -1.35430 3.11793 -0.214
C -1.38863 -1.54119 2.74990 -0.204
C -1.95529 -0.92747 1.64047 -0.207
C -1.16845 -0.05117 0.87141 -0.203
H 1.10316 -1.60044 -1.97317 0.210
H -0.30180 -1.58150 -1.00038 0.220
H -0.55825 -1.78872 -2.65318 0.216
H -0.51917 0.21591 -4.07174 0.219
H -0.17343 2.98633 -3.37679 0.215
H 2.21558 0.58022 0.31528 0.227
H 1.74444 -0.54142 2.65694 0.221
H 0.53114 -1.56269 3.97219 0.226
H -2.08701 -1.91896 3.46520 0.214
H -3.02437 -1.04331 1.41333 0.221
H -1.63603 0.32751 -0.00408 0.221
```

**Structure (SMILES)**: Cn1ccnc1[C@@H](N=O)c1ccccc1
**Gap between HOMO and LUMO**: 0.3199 Eh
**HOMO energy**: -8.7 eV

Q:
Formula: C11H11N3O
Source: the Open Molecules 2025 dataset
Level of theory: the ωB97M-V functional and the def2-TZVPD basis

The geometry in XYZ format:
```
26
Properties=species:S:1:pos:R:3:nbo_charge:R:1
C -4.36140 0.77595 0.49974 -0.248
O -3.34179 0.52612 -0.39747 -0.493
C -2.21914 -0.13744 0.15086 -0.032
C -2.17182 -1.53655 0.04714 0.244
N -2.25934 -2.68030 -0.07030 -0.269
C -1.59025 0.38071 1.28394 0.242
N -0.95048 0.73933 2.18604 -0.267
C -1.08461 0.40182 -1.27232 -0.091
N 0.20738 0.74240 -0.86451 -0.589
C 1.17211 -0.17816 -0.47059 0.145
C 1.15131 -1.56434 -0.61614 -0.251
C 2.20855 -2.36881 -0.25849 -0.202
C 3.18764 -1.82235 0.49846 -0.217
C 3.25275 -0.46525 0.72576 -0.197
C 2.20933 0.33040 0.27227 -0.227
H -5.04829 1.23464 -0.15568 0.205
H -3.91613 1.45808 1.37488 0.175
H -4.77074 -0.17529 0.89921 0.179
H -1.49694 1.13358 -1.87034 0.219
H -1.21414 -0.51597 -1.87879 0.211
H 0.23872 1.60768 -0.23861 0.401
H 0.26587 -1.95016 -0.98418 0.209
H 2.20056 -3.43304 -0.20937 0.222
H 4.04288 -2.55082 0.74998 0.210
H 3.99223 -0.00318 1.34442 0.217
H 2.31883 1.41211 0.40858 0.204
```

**Structure (SMILES)**: COC(C#N)(C#N)CNc1ccccc1
**Gap between HOMO and LUMO**: 0.3178 Eh
**HOMO energy**: -8.4 eV

The least stable of them is P.

P:
Formula: C2H2FNO
Source: the Open Molecules 2025 dataset
Level of theory: the ωB97M-V functional and the def2-TZVPD basis

The geometry in XYZ format:
```
7
Properties=species:S:1:pos:R:3:nbo_charge:R:1
C 0.14086 1.07964 -0.10789 0.456
C -0.65968 -0.94907 0.08252 0.582
N -0.80525 0.22928 -0.16178 -0.464
O 1.03121 0.92469 0.72092 -0.436
F 1.26643 -1.28535 0.11273 -0.538
H 0.33930 1.82401 -0.86019 0.161
H -1.31287 -1.82321 0.21369 0.238
```

**Gap between HOMO and LUMO**: 0.3528 Eh
**HOMO energy**: -10.5 eV

Q:
Formula: C2H2FNO
Source: the Open Molecules 2025 dataset
Level of theory: the ωB97M-V functional and the def2-TZVPD basis

The geometry in XYZ format:
```
7
Properties=species:S:1:pos:R:3:nbo_charge:R:1
C -0.29174 -1.29185 0.04078 0.595
C 0.58434 0.09979 -0.08610 -0.365
N -0.20526 1.05350 -0.60246 -0.044
O -1.40660 -1.55236 0.07876 -0.404
F -1.00431 1.64275 0.37682 -0.270
H 0.92239 0.18528 0.95499 0.237
H 1.40118 -0.13710 -0.76280 0.251
```

**Gap between HOMO and LUMO (spin up / spin down)**: 0.3222 / 0.2978 Eh
**HOMO energy (spin up / spin down)**: -9.5 / -8.9 eV

The least stable of them is Q.

P:
Formula: C4H13NO2S
Source: the Open Molecules 2025 dataset
Level of theory: the ωB97M-V functional and the def2-TZVPD basis

The geometry in XYZ format:
```
21
Properties=species:S:1:pos:R:3:nbo_charge:R:1
O 1.59976 0.05248 1.96685 -0.742
C 0.35700 0.60628 2.05384 0.091
N -0.04558 0.60711 0.59765 -0.681
C -0.68304 -0.56192 0.20258 -0.201
C -0.63481 -0.71673 -1.34119 -0.420
C -1.36331 0.51593 -1.96439 -0.508
S -0.43748 2.13883 -1.98510 -0.069
H 2.28631 0.43939 2.57710 0.479
H 0.50565 1.72319 2.27496 0.154
H -0.32224 0.09380 2.80529 0.169
H 0.71423 1.05027 0.00611 0.396
H -1.63155 -0.47796 0.52230 0.179
H -0.21836 -1.33843 0.89117 0.140
H 0.39889 -0.96610 -1.76623 0.217
H -1.23648 -1.60753 -1.51403 0.217
H -1.33821 0.24624 -3.04320 0.218
H -2.35050 0.40151 -1.62310 0.223
H -1.32820 2.84055 -1.13644 0.154
O 2.13358 -1.98669 0.28952 -0.953
H 1.09704 -1.88100 0.34715 0.469
H 2.49732 -1.17920 -0.16083 0.469
```

**Structure (SMILES)**: OCNCCCS.O
**Gap between HOMO and LUMO**: 0.3275 Eh
**HOMO energy**: -8.2 eV

Q:
Formula: C4H13NO2S
Source: the Open Molecules 2025 dataset
Level of theory: the ωB97M-V functional and the def2-TZVPD basis

The geometry in XYZ format:
```
21
Properties=species:S:1:pos:R:3:nbo_charge:R:1
C 0.17471 0.51072 1.58826 -0.199
N 1.24565 0.24467 0.64719 -0.745
C 1.44361 0.95573 -0.54935 0.109
O 1.85885 0.01754 -1.57282 -0.655
C -1.08917 -0.29585 1.28609 -0.450
C -1.75483 0.31954 0.03021 -0.520
S -1.79906 -0.85557 -1.36885 0.137
H 0.03217 1.59898 1.55845 0.175
H 0.49165 0.18054 2.57065 0.202
H 0.46074 -0.06344 -2.02893 0.453
H 0.49973 1.52810 -0.90319 0.094
H 2.15277 1.78621 -0.58059 0.164
H 1.23281 -0.71410 -1.33045 0.501
H -0.90860 -1.36357 1.23511 0.271
H -1.78136 -0.20452 2.14313 0.200
H -2.71491 0.75208 0.27447 0.226
H -1.15708 1.13528 -0.38650 0.212
H -1.45572 0.04497 -2.35030 0.108
H 1.17586 -0.87121 0.33256 0.437
H 1.22915 -2.68705 -0.50092 0.450
O 0.66304 -2.01907 -0.09423 -1.170
```

**Gap between HOMO and LUMO**: 0.2179 Eh
**HOMO energy**: -7.8 eV

The least stable of them is Q.